[1]
DFT (wB97M-V/def2-TZVPD) results for a structure of composition C27H53B3Br2O26.

Each line ends with the Mulliken charge.
Element x y z (Å)
1 C -0.383 -3.180 3.444  -0.902
2 C 0.768 -2.151 3.422  -0.638
3 C 0.714 -1.154 2.270  -0.065
4 Br -1.039 -0.268 2.150  -0.135
5 B 1.085 -1.808 0.891  0.476
6 O 0.159 -1.969 -0.125  -0.587
7 B 0.744 -1.944 -1.347  0.672
8 Br -0.044 -2.669 -2.955  -0.304
9 O 2.005 -1.409 -1.430  0.218
10 B 2.769 -2.228 -0.582  -0.387
11 C 3.912 -3.095 -1.239  -0.467
12 C 3.493 -4.571 -1.378  -0.505
13 C 3.651 -5.346 -0.117  0.441
14 O 3.360 -4.950 0.921  -0.358
15 O 4.152 -6.617 -0.259  -0.522
16 O 2.385 -2.231 0.731  -0.264
17 H -1.181 -2.957 2.752  0.322
18 H -0.826 -3.166 4.430  0.346
19 H 0.020 -4.174 3.318  0.071
20 H 0.781 -1.600 4.353  0.448
21 H 1.697 -2.704 3.393  0.310
22 H 1.411 -0.364 2.505  0.393
23 H 4.887 -3.008 -0.775  0.166
24 H 4.032 -2.741 -2.254  0.289
25 H 2.483 -4.642 -1.766  0.258
26 H 4.125 -5.038 -2.120  0.415
27 H 3.454 -7.199 0.067  0.354
28 C 10.717 -0.204 0.382  -0.632
29 O 9.550 -0.195 1.206  -0.323
30 C 8.792 -1.287 1.097  0.770
31 O 9.012 -2.232 0.385  -0.539
32 O 7.745 -1.147 1.912  -0.319
33 C 6.841 -2.252 1.899  -0.291
34 H 11.238 0.731 0.566  0.218
35 H 11.369 -1.034 0.648  0.294
36 H 10.444 -0.259 -0.670  0.293
37 H 7.340 -3.161 2.231  0.345
38 H 6.415 -2.389 0.907  -0.010
39 H 6.038 -2.025 2.595  0.244
40 C -7.159 -2.382 4.086  -0.641
41 O -5.942 -2.434 3.340  -0.309
42 C -5.928 -1.653 2.258  0.708
43 O -6.827 -0.945 1.887  -0.540
44 O -4.744 -1.796 1.660  -0.192
45 C -4.583 -1.014 0.477  -0.513
46 H -7.039 -3.054 4.931  0.216
47 H -7.340 -1.374 4.456  0.297
48 H -7.997 -2.718 3.479  0.293
49 H -4.662 0.048 0.703  0.342
50 H -5.318 -1.296 -0.276  0.394
51 H -3.587 -1.217 0.092  -0.039
52 C -1.970 0.294 -2.471  -0.682
53 O -2.933 1.282 -2.840  -0.262
54 C -2.955 1.566 -4.143  0.669
55 O -2.254 1.071 -4.986  -0.558
56 O -3.891 2.495 -4.347  -0.349
57 C -4.027 2.899 -5.714  -0.740
58 H -2.050 0.154 -1.395  0.176
59 H -2.179 -0.651 -2.966  0.336
60 H -0.962 0.632 -2.710  0.345
61 H -4.317 2.055 -6.337  0.322
62 H -3.102 3.340 -6.079  0.336
63 H -4.812 3.648 -5.754  0.265
64 C 3.224 5.679 2.927  -0.451
65 O 3.776 4.547 2.253  -0.327
66 C 2.912 3.900 1.471  0.767
67 O 1.757 4.190 1.300  -0.551
68 O 3.552 2.872 0.908  -0.297
69 C 2.742 2.084 0.037  -0.528
70 H 4.016 6.119 3.525  0.223
71 H 2.872 6.419 2.211  0.128
72 H 2.414 5.375 3.588  0.295
73 H 2.373 2.681 -0.794  0.359
74 H 1.910 1.639 0.584  0.176
75 H 3.370 1.289 -0.355  0.190
76 C 0.152 -12.357 1.744  -0.621
77 O -0.123 -11.180 2.506  -0.331
78 C 0.472 -10.079 2.052  0.770
79 O 1.192 -10.009 1.088  -0.552
80 O 0.134 -9.063 2.848  -0.326
81 C 0.711 -7.816 2.467  -0.515
82 H -0.389 -13.172 2.217  0.220
83 H -0.201 -12.243 0.720  0.293
84 H 1.216 -12.582 1.755  0.296
85 H 0.379 -7.528 1.470  0.298
86 H 1.798 -7.869 2.507  0.286
87 H 0.370 -7.071 3.180  0.171
88 C -10.424 4.643 -7.126  -0.635
89 O -9.070 4.312 -6.817  -0.323
90 C -8.841 4.088 -5.521  0.739
91 O -9.658 4.143 -4.640  -0.536
92 O -7.549 3.792 -5.375  -0.227
93 C -7.149 3.524 -4.027  -0.422
94 H -10.473 4.799 -8.200  0.219
95 H -11.091 3.827 -6.853  0.292
96 H -10.721 5.560 -6.619  0.293
97 H -7.683 2.663 -3.630  0.306
98 H -7.313 4.396 -3.395  0.311
99 H -6.088 3.299 -4.041  0.040
100 C 1.815 12.179 2.726  -0.633
101 O 2.362 11.047 2.049  -0.313
102 C 1.492 10.401 1.269  0.795
103 O 0.337 10.694 1.107  -0.534
104 O 2.129 9.375 0.702  -0.324
105 C 1.312 8.588 -0.168  -0.682
106 H 2.617 12.609 3.319  0.219
107 H 1.463 12.922 2.012  0.295
108 H 1.005 11.878 3.388  0.294
109 H 0.942 9.190 -0.995  0.367
110 H 0.483 8.144 0.380  0.306
111 H 1.935 7.790 -0.564  0.207

Output
Electronic energy: -224216.285 eV
Charge: 0
Spin multiplicity: 1
HOMO level: -10.2 eV
Frontier orbital gap: 10.4 eV



[2]
DFT (wB97M-V/def2-TZVPD) results for a cluster of 5 separate species, C28H45N4O9 in total.

Each line ends with the Mulliken charge.
Element x y z (Å)
1 N 1.775 -1.849 0.096  -0.052
2 C 2.759 -2.226 -0.871  0.235
3 O 2.928 -3.391 -1.173  -0.557
4 C 3.530 -1.083 -1.475  -0.336
5 C 2.798 -0.301 -2.585  -1.227
6 C 1.377 0.088 -2.278  0.217
7 C 1.057 1.406 -1.878  -0.133
8 N -0.086 1.936 -1.586  -0.904
9 N -1.097 1.091 -1.645  0.382
10 C -0.935 -0.180 -1.968  0.453
11 C -2.197 -0.986 -1.951  0.047
12 C -2.917 -1.237 -0.773  -0.600
13 C -4.054 -2.004 -0.906  -0.347
14 N -4.573 -2.510 -2.014  -0.583
15 C -3.889 -2.270 -3.126  -0.510
16 C -2.719 -1.541 -3.100  -0.147
17 C 0.276 -0.773 -2.317  -0.090
18 H 1.030 -2.544 0.120  -0.049
19 H 2.175 -1.757 1.023  0.269
20 H 3.765 -0.361 -0.680  0.216
21 H 4.435 -1.527 -1.893  0.430
22 H 2.776 -0.918 -3.492  0.448
23 H 3.398 0.574 -2.844  0.473
24 H 1.907 2.086 -1.804  0.531
25 H -2.018 1.443 -1.408  0.322
26 H -2.585 -0.850 0.184  0.737
27 H -4.593 -2.222 0.015  0.375
28 H -4.258 -2.671 -4.064  0.397
29 H -2.185 -1.398 -4.039  0.421
30 H 0.368 -1.811 -2.605  0.566
31 O 3.198 1.359 0.807  -0.565
32 C 2.548 2.037 1.564  0.808
33 O 1.247 1.766 1.710  -0.247
34 C 0.399 2.374 2.702  -0.022
35 C -0.141 3.703 2.219  -1.056
36 C 3.146 3.228 2.264  -1.201
37 H 0.917 2.457 3.659  0.351
38 H -0.431 1.679 2.852  0.118
39 H 0.658 4.425 2.039  0.354
40 H -0.827 4.124 2.955  0.401
41 H -0.672 3.575 1.275  0.216
42 H 3.122 4.081 1.585  0.182
43 H 4.180 2.996 2.511  0.359
44 H 2.650 3.488 3.195  0.400
45 O 2.468 4.672 -0.897  -0.493
46 C 2.264 5.331 -1.882  0.859
47 O 2.199 4.728 -3.082  -0.332
48 C 1.779 5.385 -4.286  -0.444
49 C 2.925 6.118 -4.950  -1.008
50 C 2.166 6.835 -1.806  -1.260
51 H 0.923 6.033 -4.096  0.368
52 H 1.427 4.591 -4.945  0.337
53 H 3.316 6.912 -4.313  0.274
54 H 2.601 6.561 -5.892  0.372
55 H 3.749 5.432 -5.147  0.311
56 H 3.171 7.256 -1.817  0.307
57 H 1.679 7.097 -0.870  0.316
58 H 1.576 7.281 -2.602  0.383
59 O -1.037 -3.591 0.001  -0.476
60 C -0.916 -4.699 -0.471  0.671
61 O -1.934 -5.556 -0.453  -0.379
62 C -1.921 -6.807 -1.154  -0.382
63 C -1.255 -7.895 -0.338  -1.020
64 C 0.428 -5.086 -0.996  -0.519
65 H -1.472 -6.693 -2.142  0.354
66 H -2.967 -7.062 -1.317  0.338
67 H -0.207 -7.665 -0.142  0.286
68 H -1.306 -8.850 -0.861  0.365
69 H -1.747 -7.996 0.629  0.311
70 H 1.055 -5.416 -0.169  0.278
71 H 0.855 -4.190 -1.426  -0.223
72 H 0.431 -5.846 -1.776  0.412
73 O -2.099 1.194 3.609  -0.620
74 C -2.335 0.471 4.545  0.816
75 O -1.842 -0.773 4.542  -0.305
76 C -1.902 -1.656 5.671  -0.420
77 C -3.218 -2.403 5.726  -0.995
78 C -3.242 0.911 5.666  -1.205
79 H -1.689 -1.117 6.596  0.372
80 H -1.087 -2.364 5.531  0.324
81 H -4.061 -1.723 5.850  0.275
82 H -3.222 -3.110 6.555  0.375
83 H -3.381 -2.948 4.796  0.288
84 H -4.277 0.747 5.368  0.293
85 H -3.085 1.974 5.836  0.321
86 H -3.052 0.409 6.611  0.392

Output
Electronic energy: -54147.896 eV
Charge: +1
Spin multiplicity: 1
HOMO level: -11.9 eV
Frontier orbital gap: 8.2 eV



[3]
DFT (wB97M-V/def2-TZVPD) results for a structure of composition C26H24CrN7O6.

Each line ends with the Löwdin spin population.
Element x y z (Å)
1 Cr -0.083 -0.553 1.108  0.948
2 O 0.743 0.478 2.525  -0.007
3 C 0.193 0.823 3.650  0.002
4 C 0.799 1.869 4.394  -0.001
5 C 0.279 2.290 5.589  0.003
6 C -0.863 1.693 6.142  0.000
7 C -1.458 0.667 5.455  0.003
8 C -0.966 0.226 4.210  0.000
9 C -1.642 -0.876 3.591  0.010
10 N -1.424 -1.313 2.405  -0.006
11 C -2.136 -2.520 1.967  -0.001
12 C -1.741 -2.845 0.518  0.000
13 N -1.436 -1.570 -0.114  -0.004
14 C -2.250 -1.122 -0.989  0.003
15 C -2.246 0.235 -1.472  0.003
16 C -3.011 0.579 -2.593  0.000
17 C -3.100 1.885 -3.018  0.003
18 C -2.430 2.875 -2.294  0.001
19 C -1.673 2.564 -1.185  0.002
20 C -1.558 1.228 -0.747  0.002
21 O -0.840 0.970 0.316  0.023
22 H 1.687 2.322 3.974  0.000
23 H 0.768 3.096 6.123  0.000
24 H -1.257 2.029 7.090  0.000
25 H -2.336 0.176 5.859  0.000
26 H -2.394 -1.383 4.202  0.000
27 H -3.213 -2.338 2.036  0.000
28 H -1.881 -3.356 2.622  0.000
29 H -2.561 -3.349 -0.002  0.000
30 H -0.854 -3.472 0.501  0.000
31 H -3.034 -1.782 -1.372  0.000
32 H -3.534 -0.208 -3.124  0.000
33 H -3.690 2.144 -3.886  0.000
34 H -2.511 3.911 -2.602  0.000
35 H -1.172 3.333 -0.612  0.000
36 C 1.944 2.375 -0.226  0.001
37 C 2.435 0.976 -0.176  0.003
38 N 1.728 -0.080 0.179  -0.003
39 C 2.567 -1.153 0.152  0.001
40 C 3.803 -0.765 -0.275  0.000
41 N 3.695 0.588 -0.475  0.001
42 C 5.094 -1.454 -0.511  0.000
43 O 5.105 -2.766 -0.360  0.000
44 O 6.050 -0.822 -0.890  0.000
45 C 2.042 -2.408 0.724  0.003
46 O 2.695 -3.448 0.710  0.006
47 O 0.873 -2.257 1.238  0.005
48 H 0.970 2.403 0.253  0.000
49 H 1.857 2.733 -1.253  0.000
50 H 2.625 3.040 0.306  0.000
51 H 4.466 1.159 -0.785  0.000
52 H 4.214 -3.126 -0.069  0.000
53 N -0.006 1.746 -4.741  0.000
54 C 0.033 0.433 -4.334  0.000
55 C 0.616 0.088 -3.097  0.000
56 N 0.710 -1.155 -2.694  0.000
57 C 0.232 -2.099 -3.520  0.000
58 C -0.337 -1.760 -4.728  0.000
59 N -0.447 -0.496 -5.146  0.000
60 H -0.098 2.424 -4.001  0.000
61 H -0.631 1.907 -5.516  0.000
62 H 0.996 0.866 -2.442  0.000
63 H 0.313 -3.129 -3.203  0.000
64 H -0.719 -2.529 -5.388  0.000

Output
ΔE to the lowest compared entry with this formula, charge and spin: 0.0 kcal per mole
Electronic energy: -78492.882 eV
Charge: 0
Spin multiplicity: 2
HOMO level (alpha / beta): -8.1 / -8.2 eV
Frontier orbital gap (alpha / beta): 7.9 / 7.8 eV
Expectation value of S²: 0.760



Computed max |F|, in the same sequence as the records: 0.101; 0.056; 0.009 hartree/bohr.